A structure of composition C28H25N4O7SV in a non-equilibrium geometry, computed with ωB97M-V with the def2-TZVPD basis set.

```
66
Properties=species:S:1:pos:R:3:forces:R:3:mulliken_charge:R:1
V 0.2266 0.3750 0.2903 -0.748 -2.409 -0.025 0.271
O -0.7928 -1.7829 6.6184 -0.153 0.535 -0.441 -0.749
C -1.2654 -0.6888 6.2245 0.094 0.020 -0.146 0.490
O -2.0624 0.0809 6.8108 0.349 -0.121 -0.398 -0.753
C -0.7649 -0.2022 4.8028 0.324 -0.229 -0.563 -1.200
C -0.9429 1.0817 4.3111 -0.870 1.053 0.822 -0.271
C -0.4637 1.5364 3.0818 0.646 1.334 0.715 0.648
N 0.2060 0.6553 2.3299 -0.285 1.171 -3.048 0.098
C 0.5534 -0.5375 2.8019 1.125 -1.270 -0.241 0.571
C 0.0194 -0.9969 3.9519 -0.395 -0.771 2.018 -0.034
C 1.5463 -1.2715 1.9983 -1.479 -0.600 0.157 0.696
C 1.7819 -2.6563 1.9686 0.368 -0.877 0.186 -0.838
C 2.8475 -3.1855 1.2430 -0.212 0.313 0.974 -0.290
C 3.6991 -2.3235 0.5194 -0.641 0.184 0.510 -0.853
C 3.1695 -1.0486 0.4157 2.846 0.549 -1.468 -0.199
N 2.1673 -0.5472 1.0739 -1.133 1.542 -0.419 -0.524
C -0.5490 2.9422 2.5570 -0.113 -0.796 -1.422 0.406
C -1.5895 3.8029 2.9811 0.677 -1.351 0.291 -0.780
C -2.1041 4.7501 2.1371 -0.124 0.972 -0.673 -0.201
C -1.5182 4.9853 0.8700 1.292 -0.633 1.816 -0.751
C -0.2694 4.2694 0.7152 -1.307 3.292 -2.815 -0.150
N 0.2253 3.3091 1.3968 -1.369 -2.907 3.464 -0.441
H -1.4948 1.7568 4.9529 -0.013 0.095 0.094 0.382
H 0.2712 -1.9788 4.2811 0.140 -0.628 0.333 0.541
H 1.0834 -3.3053 2.4848 0.209 -0.063 0.072 0.377
H 3.0568 -4.2449 1.3297 -0.083 -0.051 -0.150 0.396
H 4.6897 -2.5906 0.1363 -0.716 0.034 -0.162 0.420
H 3.6793 -0.2901 -0.2032 -0.175 -0.554 -0.068 0.362
H -2.0189 3.5409 3.9435 -0.288 0.303 -0.207 0.308
H -2.9484 5.3633 2.4730 0.190 -0.289 -0.169 0.360
H -1.8585 5.8514 0.2838 0.471 -0.765 -0.067 0.364
H 0.3923 4.5987 -0.1083 -0.459 -0.139 0.106 0.401
O -1.3841 -2.2706 -2.0385 -1.538 0.024 0.132 -0.645
C -0.2776 -1.8130 -2.2399 -0.891 1.985 1.291 0.266
O 0.1100 -0.5974 -1.8824 0.797 -2.072 -0.772 -0.331
C 0.5918 -2.8613 -2.8777 0.362 -0.161 0.381 0.005
C 0.1542 -4.1444 -3.2339 -0.840 -0.052 -0.109 -0.358
C 0.9792 -5.1310 -3.7549 0.006 -0.051 0.172 -0.376
C 2.3327 -4.8944 -3.9290 -0.227 1.292 0.962 -0.481
C 2.7254 -3.6358 -3.4667 2.127 -0.742 0.307 -0.027
C 1.9216 -2.6462 -2.8748 2.450 -0.133 -1.989 -0.091
N 4.2637 -3.5470 -3.3547 -0.239 -1.274 -0.307 0.978
O 4.9580 -4.4578 -3.8138 -0.846 0.069 -0.415 -0.668
O 4.7702 -2.6711 -2.7252 -0.171 1.731 0.690 -0.571
H -0.8876 -4.3801 -3.0714 -0.098 0.143 0.020 0.471
H 0.6095 -6.1337 -3.9056 -0.303 -0.007 -0.234 0.365
H 3.0778 -5.6269 -4.2210 -0.287 0.199 -0.078 0.454
H 2.3033 -1.6568 -2.6672 0.190 -0.116 0.518 0.449
H 5.4925 5.0915 2.3097 -0.004 -0.002 -0.001 0.004
C -0.0662 2.5533 -3.0587 0.142 1.055 -0.434 -1.195
C -1.5598 2.1088 -2.9196 0.141 0.202 -1.611 -0.472
O -2.1463 1.6144 -1.7716 0.125 -0.314 1.348 -0.116
C -3.5210 1.8523 -1.8301 -2.025 -0.292 -1.652 -0.391
C -4.3416 1.9646 -0.5407 -2.102 0.169 0.506 -0.992
H 0.3091 2.1806 -4.0222 0.002 -0.426 0.436 0.276
H 0.7839 2.4787 -2.3227 -1.507 -0.478 -0.273 0.147
H -0.1700 3.6324 -3.2934 0.379 -0.240 0.469 0.374
H -1.8363 1.4922 -3.7783 0.523 -0.972 0.008 0.475
H -2.1726 2.9545 -3.2197 0.286 0.998 0.197 0.447
H -4.1368 1.2158 -2.6109 1.658 0.081 1.351 0.259
H -3.6365 2.8186 -2.3454 -0.089 0.212 0.368 0.321
H -4.2260 1.1483 0.3345 0.663 2.586 -1.599 0.104
H -5.4005 1.7075 -0.8060 0.697 -0.253 -0.360 0.412
H -4.5844 3.1306 -0.4666 1.311 -2.374 1.462 0.212
S -2.8036 -1.5564 1.1028 4.044 0.726 -1.158 -0.304
C -1.2038 -1.1690 0.6224 -2.903 1.549 1.295 -0.059
```
Positions in Å, forces in eV/Å.

## Properties
- charge = -2
- max |F| (eV/A) = 4.73
- 2S+1 = 3
- frontier orbital gap (spin up / spin down) (eV) = 3.42 / 3.48
- E (eV) = -86245.435
- HOMO level (spin up / spin down) (eV) = 0.266 / 0.201
- LUMO level (spin up / spin down) (eV) = 3.69 / 3.69